Entry 1:
Entry from the OMol25 dataset: C24H27NORuSi as an isolated structure (ωB97M-V/def2-TZVPD).

Output
LUMO (spin up / spin down) (hartree): -0.2486 / -0.2994
Spin multiplicity: 5
Energy relative to the best compared isomer or geometry (same formula, charge and spin) (eV): 0.000
Net charge: +2

```
55
Properties=species:S:1:pos:R:3:forces:R:3:lowdin_charge:R:1
C 0.405 2.008 1.995 -0.3 0.3 0.1 -0.111
C -0.481 2.033 0.860 -1.0 1.6 0.4 -0.286
C -1.813 1.684 1.335 1.0 1.3 0.2 -0.169
H -0.242 2.401 -0.132 -0.2 0.4 0.4 0.106
C -1.703 1.481 2.750 0.0 0.6 -0.2 -0.057
C -0.356 1.668 3.139 0.0 0.1 -0.1 -0.069
H 0.031 1.633 4.153 -0.1 -0.2 -0.2 0.128
H 1.435 2.354 1.986 -0.1 -0.3 0.0 0.129
H -2.715 1.886 0.771 0.1 -0.4 0.1 0.115
H -2.549 1.316 3.411 0.3 -0.2 -0.1 0.131
Ru -0.454 -0.047 0.906 2.1 -1.2 0.4 1.130
C -1.044 -1.600 -0.934 1.3 -0.2 -0.9 -0.164
H -2.112 -1.409 -0.804 0.4 0.1 -0.2 0.038
H -0.646 -2.310 -0.198 -0.2 -0.1 -0.3 0.037
H -0.898 -2.045 -1.949 -0.3 -0.2 0.6 0.082
Si 0.099 -0.093 -1.478 -1.4 0.2 -3.4 0.632
C 1.752 -0.144 -2.333 0.1 -0.7 0.0 -0.313
C 2.538 1.025 -2.415 0.1 0.0 0.2 -0.105
H 2.119 1.998 -2.127 0.2 -0.4 -0.1 0.114
C 3.864 0.954 -2.854 -0.4 -0.1 0.0 -0.050
H 4.468 1.857 -2.905 -0.1 -0.2 0.0 0.118
C 4.406 -0.276 -3.239 -0.3 -0.1 0.0 -0.041
H 5.438 -0.330 -3.598 -0.4 0.0 0.2 0.124
C 3.610 -1.427 -3.188 0.1 0.1 -0.1 -0.051
H 4.021 -2.376 -3.512 0.0 0.0 0.0 0.116
C 2.291 -1.367 -2.733 0.3 0.1 -0.1 -0.088
H 1.657 -2.257 -2.692 0.4 0.1 -0.1 0.105
C -1.078 1.086 -2.325 0.1 -0.8 0.1 -0.289
C -0.643 1.785 -3.458 -0.3 0.3 0.0 -0.070
H 0.358 1.601 -3.855 -0.3 0.2 0.1 0.103
C -1.507 2.692 -4.079 0.0 -0.1 0.1 -0.038
H -1.159 3.240 -4.953 -0.2 -0.1 0.2 0.121
C -2.806 2.882 -3.589 0.3 -0.2 0.1 -0.037
H -3.470 3.605 -4.060 0.2 -0.2 0.1 0.122
C -3.263 2.127 -2.505 0.0 -0.2 0.2 -0.053
H -4.286 2.236 -2.134 0.3 0.0 -0.3 0.119
C -2.407 1.210 -1.890 -0.2 0.5 -0.3 -0.128
H -2.785 0.580 -1.078 0.1 0.3 -0.3 0.074
H 1.187 0.181 0.599 -0.9 0.1 0.5 0.136
H 0.885 0.724 -0.497 0.4 0.3 1.9 0.027
O -2.137 -1.191 1.670 -0.6 -0.7 0.4 -0.204
C -1.886 -2.400 2.434 -0.6 0.1 -0.4 -0.105
C -0.527 -2.278 3.050 0.5 0.4 0.0 -0.237
C -0.188 -3.064 4.147 -0.3 0.2 -0.4 0.017
C 1.052 -2.904 4.747 0.1 0.2 -0.3 0.008
C 1.906 -1.937 4.208 0.0 0.3 -0.2 -0.012
C 1.507 -1.183 3.110 0.0 -0.4 0.1 -0.099
N 0.313 -1.376 2.499 0.1 -0.1 0.9 -0.004
H -3.045 -1.098 1.346 0.1 -0.3 0.3 0.135
H -2.671 -2.458 3.194 0.2 -0.3 0.0 0.150
H -1.904 -3.282 1.775 -0.2 0.2 0.2 0.147
H -0.942 -3.771 4.475 0.3 0.0 0.3 0.138
H 1.344 -3.503 5.609 -0.1 0.2 -0.2 0.136
H 2.885 -1.736 4.633 -0.2 -0.1 0.0 0.127
H 2.144 -0.387 2.711 -0.2 -0.5 0.1 0.114
```
Positions in Å, forces in eV/Å.

---

Entry 2:
Entry from the OMol25 dataset: C24H27Si as an isolated structure (ωB97M-V/def2-TZVPD).

Output
LUMO (hartree): -0.1958
Energy relative to the best compared isomer or geometry (same formula, charge and spin) (eV): 0.971
Net charge: +1

```
52
Properties=species:S:1:pos:R:3:forces:R:3:lowdin_charge:R:1
C 2.504 -2.491 0.962 -1.4 -0.2 -0.4 -0.067
C 3.783 -3.079 0.617 1.3 -0.6 -0.5 -0.230
C 5.003 -2.613 1.167 -0.7 -0.4 -0.2 -0.048
C 6.206 -3.217 0.811 0.1 -0.5 -0.4 -0.088
C 6.232 -4.272 -0.120 -0.2 0.2 0.2 -0.081
C 5.040 -4.674 -0.737 0.2 0.0 0.2 -0.086
C 3.843 -4.064 -0.405 0.0 0.3 0.4 -0.042
C 1.343 -2.904 0.387 0.8 0.3 0.5 -0.094
C 0.217 -1.942 0.259 -0.7 -0.3 0.5 -0.170
C -1.160 -2.482 -0.107 0.1 0.2 0.1 -0.219
C -2.104 -1.542 -0.547 -0.5 -0.4 -0.2 -0.066
C -3.303 -1.966 -1.129 0.3 -0.2 0.3 -0.087
C -3.523 -3.336 -1.320 0.2 -0.1 0.1 -0.089
C -2.591 -4.278 -0.862 0.0 0.3 0.3 -0.070
C -1.441 -3.854 -0.182 -0.1 0.5 -0.2 -0.039
H 2.488 -1.628 1.660 0.1 -0.4 -0.7 0.115
H 4.983 -1.762 1.857 0.0 -0.4 -0.1 0.107
H 7.142 -2.880 1.256 -0.3 0.0 -0.1 0.102
H 7.169 -4.774 -0.376 -0.3 0.3 0.1 0.104
H 5.019 -5.472 -1.482 0.2 0.3 0.2 0.107
H 2.947 -4.347 -0.967 0.4 0.1 0.4 0.103
H 1.229 -3.862 -0.149 0.4 0.8 0.2 0.101
H 0.231 -1.260 1.119 -0.3 -0.1 0.0 0.116
H -1.918 -0.465 -0.443 0.1 -0.5 -0.1 0.089
H -4.056 -1.232 -1.429 0.3 -0.3 0.0 0.101
H -4.433 -3.679 -1.804 0.2 0.1 0.0 0.102
H -2.747 -5.349 -1.014 -0.1 0.4 0.1 0.108
H -0.752 -4.569 0.287 -0.3 0.2 -0.5 0.113
C 0.868 3.383 2.486 0.4 0.7 -0.2 -0.149
Si 0.424 3.515 0.694 -2.4 -3.0 -0.3 0.974
C 1.545 3.018 -0.721 0.2 0.7 0.4 -0.142
H 0.463 -1.326 -0.591 0.2 0.4 -0.4 0.112
C -1.423 3.365 0.308 0.4 1.7 -0.2 -0.244
C -1.558 4.744 -0.065 -0.7 -1.1 0.1 -0.136
C -2.793 5.291 -0.426 0.5 -0.1 0.2 -0.023
C -3.931 4.480 -0.465 0.3 0.1 -0.1 -0.256
C -5.210 5.140 -0.887 -0.3 0.1 -0.1 -0.039
C -3.833 3.124 -0.123 0.5 0.0 0.2 -0.006
C -2.603 2.578 0.298 0.1 0.1 0.0 -0.055
H 0.007 3.030 3.068 0.2 0.1 -0.3 0.060
H 1.734 2.713 2.606 -0.2 0.3 -0.1 0.058
H 1.146 4.382 2.852 0.1 -0.3 0.2 0.053
H 0.998 2.428 -1.465 -0.1 0.2 0.3 0.058
H 1.923 3.918 -1.221 0.2 -0.2 -0.1 0.049
H 2.404 2.434 -0.341 -0.3 0.4 0.0 0.059
H -0.667 5.392 -0.061 0.1 0.3 -0.1 0.097
H -2.892 6.343 -0.697 0.2 -0.3 0.1 0.130
H -6.053 4.445 -0.939 0.2 0.1 0.0 0.085
H -5.473 5.947 -0.191 0.0 -0.2 -0.1 0.096
H -5.090 5.611 -1.870 0.0 -0.2 0.1 0.095
H -4.744 2.502 -0.188 0.7 0.3 0.2 0.131
H -2.596 1.539 0.630 0.2 0.3 -0.2 0.096
```
Positions in Å, forces in eV/Å.